The molecule C6H7N3O, computed with ωB97M-V with the def2-TZVPD basis set.

Molecular weight (u): 137.142
Frontier orbital gap (alpha / beta) (eV): 8.046 / 7.064
Energy relative to the best compared isomer or geometry (same formula, charge and spin) (kcal/mol): 46.8

Structure (ORCA input):
```
! wB97M-V def2-TZVPD RIJCOSX def2/J DEFGRID3
* xyz 0 3
C 2.19102 2.12061 -1.48051
C 1.18203 1.50148 -2.20873
C 1.26826 0.70767 -0.12833
C 0.81746 -0.08339 0.96123
C -0.08243 -0.94955 1.02444
C -1.06035 -1.81564 1.60270
N 2.16805 1.65804 -0.20220
N 0.54078 0.65145 -1.32752
N -0.50652 -0.26791 -1.55691
O -1.69728 0.30435 -1.27541
H 2.96260 2.84891 -1.84836
H 1.03044 1.65806 -3.23654
H 1.40368 0.25583 1.84376
H -0.61641 -2.12500 2.68404
H -1.19544 -2.67016 0.92065
H -2.06530 -1.32791 1.79922
H -1.67091 1.06825 -1.90268
*
```

Here are the natural (NBO) charges for atoms 1 to 2, given in e:
1 C -0.081
2 C -0.132

=====

A 2-piece molecular cluster, CH2INO2 overall, computed with ωB97M-V with the def2-TZVPD basis set.

Molecular weight (u): 186.936
Frontier orbital gap (eV): 8.828
SMILES: N=C=O.OI
Energy relative to the best compared isomer or geometry (same formula, charge and spin) (kcal/mol): 22.3

Structure (ORCA input):
```
! wB97M-V def2-TZVPD RIJCOSX def2/J DEFGRID3
* xyz 0 1
N 0.17107 -1.51481 -0.55887
C 0.66309 -1.62594 0.53008
O 1.15496 -1.97768 1.52108
H 0.36444 -1.04213 -1.33518
O -0.53676 1.79968 -0.49058
I -1.01112 1.81214 1.37905
H -0.80568 2.54873 -1.04557
*
```

Here are the natural (NBO) charges for atoms 1 to 2, given in e:
1 N -0.762
2 C 0.863

=====

C23H24IrN6OS2Si as an isolated structure, computed with ωB97M-V with the def2-TZVPD basis set.

Molecular weight (u): 684.923
Frontier orbital gap (alpha / beta) (eV): 7.200 / 6.570
Energy relative to the best compared isomer or geometry (same formula, charge and spin) (kcal/mol): 49.4

Structure (ORCA input):
```
! wB97M-V def2-TZVPD RIJCOSX def2/J DEFGRID3
* xyz 2 2
Ir 0.11286 -1.09562 0.80597
N -2.19980 -3.60875 3.29801
C -1.24019 -2.89708 2.74095
O -1.46894 -1.78720 2.20289
C 0.15421 -3.38792 2.73032
C 0.76466 -3.05256 1.38821
H -3.14847 -3.26282 3.31546
H -2.01497 -4.50562 3.71583
H 0.21801 -4.45590 2.94980
H 0.68107 -2.86203 3.53216
H 0.36937 -3.66523 0.57655
H 1.84907 -3.08909 1.41800
C -2.82993 -0.61850 -5.49789
Si -3.01261 0.00182 -3.74642
C -4.26804 -0.98538 -2.78548
C -3.38086 1.83735 -3.71827
C -1.23311 -0.07042 -3.01090
C -0.17575 0.43010 -3.77295
C 1.13470 0.43478 -3.30178
C 1.37772 -0.06355 -2.04377
N 0.37102 -0.51540 -1.28883
C -0.87823 -0.51410 -1.74307
S -1.93208 -1.07810 -0.47303
H -3.80169 -0.62232 -5.99522
H -2.44234 -1.63906 -5.51484
H -2.16163 0.01146 -6.08657
H -5.22895 -0.92800 -3.30185
H -4.42318 -0.61012 -1.77318
H -3.99688 -2.04102 -2.71702
H -4.37868 2.02951 -4.11752
H -2.66201 2.38921 -4.32648
H -3.34318 2.22875 -2.69956
H -0.37922 0.83700 -4.75669
H 1.94989 0.82435 -3.89374
H 2.37406 -0.09579 -1.62770
S 4.37888 4.57120 3.63588
N 2.78620 4.36071 3.65540
C 2.53561 3.21176 3.05174
C 1.22765 2.62318 2.84735
C 0.02695 3.20756 3.26485
C -1.15771 2.54165 3.03499
C -1.12744 1.30338 2.39943
N 0.01114 0.76270 1.98132
C 1.17476 1.40147 2.18310
C 2.36632 0.75538 1.67522
N 2.19795 -0.38456 0.97514
C 3.25809 -1.01654 0.48217
C 4.55330 -0.54097 0.65576
C 4.74383 0.63230 1.35486
C 3.63402 1.30053 1.87788
C 3.71146 2.55731 2.59546
N 4.81656 3.22928 2.86895
H 0.05739 4.16695 3.76499
H -2.10488 2.96416 3.33763
H -2.02985 0.73545 2.21825
H 3.06857 -1.92086 -0.08251
H 5.38511 -1.08620 0.23366
H 5.73022 1.05141 1.50705
*
```

Here are the natural (NBO) charges for atoms 1 to 2, given in e:
1 Ir 1.173
2 N -0.727

=====

A 2-piece molecular cluster, C6H12N2 overall, computed with ωB97M-V with the def2-TZVPD basis set.

Molecular weight (u): 112.176
Frontier orbital gap (eV): 9.490
SMILES: [H]/N=C/NC.C=CC=C
Energy relative to the best compared isomer or geometry (same formula, charge and spin) (kcal/mol): 54.7

Structure (ORCA input):
```
! wB97M-V def2-TZVPD RIJCOSX def2/J DEFGRID3
* xyz 0 1
H -1.65413 2.64218 0.87343
N -0.63875 2.35943 0.78683
C -0.42181 2.06664 -0.49489
N 0.89371 1.95030 -0.91766
C 1.27966 2.02330 -2.30420
H -1.10334 1.94740 -1.29838
H 1.58497 2.37402 -0.30422
H 2.36444 2.13093 -2.40961
H 0.93648 1.09667 -2.73515
H 0.77287 2.84677 -2.79358
C -1.76924 -3.35694 1.30550
C -1.05976 -2.32291 0.76323
C 0.30074 -2.00367 1.29394
C 0.96784 -0.85581 1.12484
H -1.38758 -4.01469 2.06842
H -2.81574 -3.62932 0.99976
H -1.51508 -1.67990 -0.02258
H 0.70169 -2.79176 1.96911
H 2.02387 -0.76195 1.45871
H 0.53916 -0.02069 0.63649
*
```

Here are the natural (NBO) charges for atoms 1 to 2, given in e:
1 H 0.340
2 N -0.718

=====

A 2-piece molecular cluster, C15H15Cl4NO2 overall, computed with ωB97M-V with the def2-TZVPD basis set.

Molecular weight (u): 383.102
Frontier orbital gap (eV): 4.557
SMILES: O=C1C(=O)C(Cl)=C(Cl)C(Cl)=C1Cl.C1=C(N2CCCC2)CCC1

Structure (ORCA input):
```
! wB97M-V def2-TZVPD RIJCOSX def2/J DEFGRID3
* xyz 0 1
O -4.87022 -0.47660 -0.25006
C -4.19421 -0.75709 0.73280
C -4.23621 -2.17783 1.32662
O -4.96526 -3.03481 0.83751
C -3.37240 -2.43061 2.47657
Cl -3.42766 -4.01027 3.09333
C -2.55941 -1.45449 3.03096
Cl -1.57020 -1.81833 4.37639
C -2.52619 -0.12541 2.48130
Cl -1.52641 1.05855 3.21661
C -3.31420 0.20502 1.39318
Cl -3.30321 1.76435 0.72051
C 2.08030 0.33069 0.96299
C 1.90446 0.78694 -0.32260
N 1.57526 0.08359 -1.41211
C 1.41770 0.68973 -2.73128
C 1.02010 -0.46047 -3.66551
C 0.67918 -1.65938 -2.77334
C 0.92812 -1.22104 -1.32166
C 2.03792 2.30951 -0.37923
C 2.54292 2.67138 1.02152
C 2.30293 1.43206 1.92887
H 2.05752 -0.71409 1.26053
H 0.60874 1.44369 -2.71491
H 2.33032 1.20183 -3.07231
H 0.16084 -0.15828 -4.26897
H 1.85616 -0.70938 -4.32500
H -0.36895 -1.94594 -2.88812
H 1.31602 -2.51290 -3.01781
H 1.52688 -1.95058 -0.75901
H -0.04812 -1.13675 -0.80497
H 1.04984 2.77361 -0.53667
H 2.68999 2.68944 -1.17666
H 2.04170 3.55324 1.41883
H 3.61551 2.87213 0.97552
H 3.13110 1.27426 2.62442
H 1.40914 1.61423 2.54174
*
```

Here are the natural (NBO) charges for atoms 1 to 2, given in e:
1 O -0.417
2 C 0.415

=====

The molecule C3H4N2, computed with ωB97M-V with the def2-TZVPD basis set.

Molecular weight (u): 68.079
Frontier orbital gap (eV): 11.225
SMILES: N#C[C@H]1CN1
Energy relative to the best compared isomer or geometry (same formula, charge and spin) (kcal/mol): 38.5

Structure (ORCA input):
```
! wB97M-V def2-TZVPD RIJCOSX def2/J DEFGRID3
* xyz 0 1
N -1.53089 -2.00309 1.20640
C -0.91106 -1.08683 0.83211
C -0.02297 -0.00861 0.50515
C 0.56483 0.10212 -0.87940
N -0.48210 1.02389 -0.40638
H 0.59024 0.34931 1.34377
H 0.33465 -0.70036 -1.59687
H 1.59617 0.39599 -0.87900
H -0.13886 1.92757 -0.12578
*
```

Here are the natural (NBO) charges for atoms 1 to 2, given in e:
1 N -0.301
2 C 0.268

=====

A 13-piece molecular cluster, C41H85N11O15S2 overall, computed with ωB97M-V with the def2-TZVPD basis set.

Molecular weight (u): 1036.327
Frontier orbital gap (eV): 8.747

Structure (ORCA input):
```
! wB97M-V def2-TZVPD RIJCOSX def2/J DEFGRID3
* xyz 0 1
C -4.69460 3.47810 3.60292
O -5.60950 3.29571 4.44557
N -3.53466 2.75519 3.56580
C -2.64105 2.89707 2.44535
C -3.30830 1.74262 4.57422
H -4.69267 4.32059 2.89412
H -1.59628 2.85366 2.75306
H -2.60036 3.75740 1.77732
H -2.78592 2.04369 1.78288
H -3.13977 0.82632 4.00845
H -2.41585 2.03546 5.12728
H -4.11232 1.49994 5.26903
C 0.29237 -0.31827 2.10138
O -0.12387 0.80577 2.43131
N 0.21413 -0.64133 0.84695
C 0.74138 -1.87456 0.25028
C -0.39053 0.16390 -0.20019
H 0.90297 -1.07092 2.62376
H 1.19829 -2.48724 1.02743
H 1.53202 -1.63698 -0.46144
H 0.06800 -2.54429 -0.28463
H -1.33264 -0.27176 -0.53298
H -0.72819 1.16623 0.06326
H 0.32386 0.25609 -1.01827
C 3.56815 -2.62701 2.85782
O 4.06583 -2.45640 1.73676
N 3.92665 -1.92544 3.93879
C 3.18074 -1.98332 5.21721
C 5.01765 -0.98086 3.90305
H 2.74967 -3.34305 3.02981
H 2.51745 -2.84827 5.22156
H 2.63701 -1.07123 5.46326
H 3.84301 -2.09592 6.07560
H 4.67189 0.02658 4.13460
H 5.69350 -1.17514 4.73587
H 5.49931 -0.90365 2.92830
C 3.20206 2.50759 6.06509
O 4.03816 2.36954 5.19194
N 1.84345 2.70396 5.85384
C 0.94245 2.97081 6.97277
C 1.23433 2.69878 4.50637
H 3.50892 2.46255 7.12151
H 1.37964 3.00606 7.97062
H 0.16160 2.21537 6.88514
H 0.46674 3.95137 6.95526
H 0.22380 2.30478 4.39829
H 1.22313 3.71227 4.10533
H 1.83622 2.19162 3.75229
C -0.68786 -4.25390 3.56002
O 0.05601 -3.26545 3.60389
N -1.95681 -4.17600 3.04993
C -2.79138 -5.29344 2.87495
C -2.49928 -2.84761 2.61493
H -0.37766 -5.19212 4.04552
H -3.67002 -5.22545 3.51643
H -2.28451 -6.25266 2.98021
H -3.22222 -5.24334 1.87497
H -3.58673 -2.91091 2.65419
H -2.25677 -1.93277 3.15565
H -2.29546 -2.65160 1.56225
C -4.45375 4.89403 -0.28739
O -5.00139 4.56830 0.72047
N -3.86504 4.06645 -1.17911
C -3.17970 4.63743 -2.28045
C -3.97940 2.56894 -1.10174
H -4.16906 5.94689 -0.43774
H -3.87933 4.69001 -3.11463
H -2.21423 4.13995 -2.37246
H -2.82680 5.62122 -1.97108
H -4.61657 2.21701 -0.29041
H -4.37827 2.19908 -2.04631
H -2.99468 2.13579 -0.92622
C 0.71524 3.45505 -4.52341
O 0.15583 4.10126 -5.46356
N 1.59784 2.54493 -4.67065
C 2.28709 2.32632 -6.01740
C 1.87226 1.64076 -3.57799
H 0.46871 3.48167 -3.45070
H 3.21488 1.75807 -5.95100
H 2.38091 3.26908 -6.55639
H 1.65137 1.73669 -6.67792
H 2.95097 1.59162 -3.42940
H 1.64073 2.05547 -2.59691
H 1.46220 0.63590 -3.67897
C -3.01436 2.99890 -6.26415
C -2.73366 1.47472 -6.39032
C -2.96178 0.61999 -5.14626
C -2.14500 1.04415 -4.04251
N -1.49207 1.33626 -3.12715
H -4.01597 3.05118 -5.83739
H -2.92792 3.68478 -7.10688
H -2.38585 3.35270 -5.44690
H -1.67559 1.34373 -6.61707
H -3.25159 1.03132 -7.24076
H -2.74563 -0.38845 -5.49901
H -4.01881 0.60669 -4.88050
C -0.46219 4.42434 0.09145
C 0.83607 3.88005 0.58198
C 1.71096 4.92903 1.35719
C 2.34183 6.01542 0.58766
N 2.86516 6.79510 -0.07425
H -1.05269 3.80074 -0.57978
H -0.16730 5.21186 -0.60204
H -1.02307 4.82879 0.93403
H 1.42924 3.48573 -0.24311
H 0.64690 3.07162 1.28821
H 2.59507 4.46621 1.79564
H 1.20002 5.31412 2.23966
C -2.75718 -2.37301 -1.99924
C -3.53370 -3.63471 -1.52539
C -2.64682 -4.91054 -1.58476
C -2.23100 -5.30796 -2.94656
N -1.95306 -5.63772 -4.02655
H -2.44518 -2.38973 -3.04349
H -1.79400 -2.23740 -1.50733
H -3.22366 -1.41186 -1.78316
H -4.50180 -3.69803 -2.02226
H -3.86950 -3.55230 -0.49169
H -3.27288 -5.68505 -1.14172
H -1.72241 -4.83106 -1.01271
C 0.60663 -1.89668 -5.64092
C 0.40312 -3.46988 -5.83694
C 1.23257 -4.30950 -4.90793
C 0.85573 -4.14336 -3.55007
N 0.58133 -4.02741 -2.44316
H 0.21614 -1.65892 -4.65143
H 0.07234 -1.35592 -6.42208
H 1.63643 -1.56204 -5.76595
H 0.80686 -3.71028 -6.82046
H -0.63673 -3.79558 -5.86388
H 2.31277 -4.18837 -4.98908
H 1.04303 -5.36134 -5.12196
C 2.53710 -5.84903 0.40823
C 1.14250 -6.39203 0.91217
O 1.16512 -6.46422 2.29790
S 2.70175 -6.82454 2.91512
O 2.81320 -8.29212 3.15809
O 3.03168 -5.81038 3.92355
O 3.42016 -6.32186 1.44719
H 2.44944 -4.76422 0.34829
H 2.83317 -6.30180 -0.53806
H 0.85152 -7.37474 0.54107
H 0.41369 -5.67027 0.54341
C 3.91776 0.39031 -0.40639
C 3.58667 1.35250 0.75871
O 4.51358 2.38225 0.63274
S 4.94163 2.75614 -0.96086
O 6.29481 3.29479 -1.12310
O 3.81219 3.40585 -1.54891
O 4.78879 1.13209 -1.27656
H 3.00760 0.08376 -0.92188
H 4.56732 -0.39080 -0.01139
H 3.60420 0.79276 1.69386
H 2.61033 1.83516 0.80226
*
```

Here are the Löwdin charges for atoms 1 to 2, given in e:
1 C -0.288
2 O -0.040

=====

A 2-piece molecular cluster, C5H13NO overall, computed with ωB97M-V with the def2-TZVPD basis set.

Molecular weight (u): 103.165
Frontier orbital gap (eV): 9.516
SMILES: C=CC[C@H](C)N.O
Energy relative to the best compared isomer or geometry (same formula, charge and spin) (kcal/mol): 55.3

Structure (ORCA input):
```
! wB97M-V def2-TZVPD RIJCOSX def2/J DEFGRID3
* xyz 0 1
C -1.01866 2.85869 -2.11704
C -0.33745 1.98019 -1.37799
C -0.37307 0.47690 -1.57570
C 0.51062 -0.27700 -0.58566
C 0.68030 -1.73353 -1.07342
N -0.00577 -0.13573 0.76698
H -1.90934 2.68137 -2.69874
H -0.48284 3.71831 -2.52011
H 0.27531 2.43177 -0.60075
H 0.02532 0.37139 -2.58251
H -1.40598 0.13846 -1.45655
H 1.51270 0.15136 -0.64306
H 0.50258 -2.46013 -0.27991
H 1.68701 -1.88796 -1.46693
H 0.06660 -2.04448 -1.92137
H 0.66620 -0.55910 1.40333
H -0.81470 -0.72963 0.93490
O -0.05875 -1.98083 5.88580
H -0.22582 -1.14489 5.44727
H 0.70573 -1.85518 6.46146
*
```

Here are the natural (NBO) charges for atoms 1 to 2, given in e:
1 C -0.430
2 C -0.148